1.
Entry from the OMol25 dataset: a structure of composition C13H22I2NOSSb2Ti at a distorted geometry (ωB97M-V with the def2-TZVPD basis set).

XYZ file:
```
43
Properties=species:S:1:pos:R:3:lowdin_charge:R:1
Ti 0.4687 0.9075 -0.0407 0.31
I -2.3488 0.7974 -0.5397 0.88
C -2.4614 2.9323 -0.8909 -0.98
I -0.5374 3.6627 -0.3483 1.03
H -3.2109 3.4042 -0.2659 -0.01
H -2.6245 3.1237 -1.9454 -0.01
C -2.9726 -3.4208 -1.5152 -0.30
Sb -1.4565 -2.4135 -0.4128 1.23
C 0.2322 -2.8543 -1.6492 -0.29
C -1.2254 -3.8635 1.1846 -0.29
C -0.0204 -4.7158 0.9623 -0.32
C -0.1392 -5.8868 0.2159 -0.04
C 0.9640 -6.6756 -0.0681 -0.05
C 2.2152 -6.3044 0.4021 -0.05
C 2.3448 -5.1491 1.1544 -0.05
C 1.2429 -4.3413 1.4376 -0.30
C 1.4453 -3.1207 2.2766 -0.27
Sb 1.9167 -1.2868 1.2397 1.36
C 2.9624 -0.3078 2.8132 -0.28
C 3.4648 -1.9334 -0.0611 -0.26
H -2.5596 -4.3552 -1.8924 0.02
H -3.3190 -2.8183 -2.3516 0.01
H -3.8089 -3.6317 -0.8511 0.02
H 0.8933 -3.5554 -1.1368 0.00
H 0.7754 -1.9484 -1.9120 -0.03
H -0.1175 -3.3258 -2.5666 0.03
H -2.1378 -4.4585 1.1539 0.07
H -1.2158 -3.3309 2.1321 0.05
H -1.1187 -6.1929 -0.1351 0.12
H 0.8448 -7.5849 -0.6420 0.12
H 3.0807 -6.9214 0.2021 0.12
H 3.3168 -4.8827 1.5565 0.12
H 2.3512 -3.2304 2.8770 0.08
H 0.6316 -2.8979 2.9639 0.07
H 3.7976 -0.9312 3.1271 0.03
H 2.2905 -0.1654 3.6578 0.02
H 3.3372 0.6578 2.4834 0.01
H 4.4304 -1.8042 0.4237 0.03
H 3.4471 -1.3973 -1.0065 0.00
H 3.3010 -2.9927 -0.2581 0.01
O 2.0977 1.9249 0.3433 -0.71
S 2.5779 1.6063 -1.1125 0.91
N 1.4556 0.7656 -1.6765 -0.43
```

Results
* energy above the lowest of the compared OMol25 structures with the same formula, charge and spin: 0.9971 eV
* E_HOMO (spin up / spin down): -13.681 / -13.689 eV
* gap between HOMO and LUMO (spin up / spin down): 5.6712 / 5.1868 eV
* total charge: +2
* spin multiplicity: 2
* largest force on an atom: 1.2 eV/A

***

2.
Entry from the OMol25 dataset: the molecule C5H11NO at a distorted geometry (ωB97M-V with the def2-TZVPD basis set).

XYZ file:
```
18
Properties=species:S:1:pos:R:3:lowdin_charge:R:1
C -0.4314 -2.3456 -0.4715 0.00
C -0.2673 -1.2846 0.6160 -0.47
N 0.5339 -0.1457 0.1887 -0.11
C 0.0201 0.6241 -0.9515 -0.23
C -0.7906 1.8789 -0.6352 -0.09
C 1.1360 0.5510 1.3054 -0.08
O -0.6025 -1.4653 1.7485 0.08
H -1.2569 -2.9991 -0.2008 0.08
H -0.2768 -1.9278 -1.4618 0.06
H 0.4651 -2.9856 -0.3809 0.09
H 0.8152 1.0086 -1.5739 0.11
H -0.4984 -0.0764 -1.5868 0.09
H -0.1593 2.5016 0.0465 0.06
H -0.8803 2.5434 -1.5167 0.08
H -1.6844 1.7749 -0.0018 0.08
H 2.2144 0.6133 1.1335 0.09
H 0.8071 0.1387 2.2568 0.08
H 0.8560 1.5956 1.4853 0.07
```

Results
* energy above the lowest of the compared OMol25 structures with the same formula, charge and spin: 1.3556 eV
* E_HOMO: -9.110 eV
* gap between HOMO and LUMO: 10.0378 eV
* spin multiplicity: 1
* largest force on an atom: 2.3 eV/A

***

3.
Entry from the OMol25 dataset: a cluster of 13 separate species, C79H174F12N9O13S2 in total at a distorted geometry (ωB97M-V with the def2-TZVPD basis set).

XYZ file:
```
289
Properties=species:S:1:pos:R:3:lowdin_charge:R:1
C 6.0014 -0.1784 -0.9917 -0.10
C 7.1752 0.7442 -1.3169 -0.24
C 6.8147 2.2136 -1.2683 -0.16
C 5.9879 2.6163 -0.0075 -0.10
N 5.4408 3.9872 -0.2024 -0.28
C 4.5087 4.1927 0.9204 -0.09
C 3.6436 5.4203 0.3578 -0.11
C 3.7996 5.3296 -1.1536 -0.16
C 4.7084 4.1972 -1.4777 -0.10
C 6.5296 5.0966 -0.0766 0.08
H 5.7214 -0.0387 0.0615 0.05
H 6.4606 -1.1469 -1.1062 0.07
H 5.1086 -0.0928 -1.6690 0.10
H 7.5741 0.5062 -2.2647 0.10
H 7.8930 0.5042 -0.5020 0.13
H 6.1303 2.3064 -2.0913 0.10
H 7.6258 2.8971 -1.3410 0.10
H 6.5804 2.7035 0.8860 0.14
H 5.1287 1.9437 0.0207 0.10
H 5.0675 4.4747 1.7852 0.12
H 3.8945 3.2653 1.0761 0.12
H 3.9558 6.3830 0.8038 0.12
H 2.6664 5.2269 0.8266 0.11
H 4.0700 6.2165 -1.6378 0.11
H 2.7655 5.0998 -1.4118 0.09
H 5.4047 4.2989 -2.2607 0.13
H 4.1449 3.2948 -1.6476 0.12
H 6.0511 6.0354 -0.3554 0.10
H 7.3494 4.8955 -0.7641 0.10
H 6.8108 5.2011 1.0004 0.13
C 2.4858 -1.3850 11.5289 -0.13
C 2.8100 -1.2494 10.1049 -0.27
C 1.7399 -2.0003 9.2969 -0.18
C 0.4609 -1.1400 9.2045 -0.16
N -0.4650 -1.6917 8.2239 -0.23
C -1.7817 -0.9527 8.4500 -0.09
C -2.9311 -1.8047 7.8476 -0.13
C -2.3482 -3.2091 7.7761 -0.15
C -0.9897 -3.1224 8.5360 -0.06
C 0.0216 -1.5021 6.7794 0.07
H 1.6792 -0.7813 11.9075 0.07
H 3.3164 -1.0877 12.1886 0.09
H 2.2072 -2.4338 11.7644 0.10
H 3.8377 -1.5620 9.9484 0.11
H 2.7803 -0.2245 9.7105 0.10
H 1.4677 -2.9882 9.7448 0.11
H 2.2247 -2.3012 8.3257 0.12
H 0.8078 -0.0892 8.9681 0.11
H -0.0428 -1.1695 10.1646 0.13
H -1.7072 0.0184 8.0840 0.10
H -1.9074 -0.7606 9.5362 0.14
H -3.2159 -1.4918 6.8522 0.11
H -3.7853 -1.7879 8.5352 0.12
H -2.2276 -3.6270 6.7632 0.11
H -3.0018 -3.9749 8.2991 0.14
H -0.3126 -3.8881 8.3728 0.10
H -1.1828 -3.1162 9.6250 0.15
H -0.7643 -1.7086 6.1227 0.07
H 0.8916 -2.1613 6.5871 0.11
H 0.2991 -0.4418 6.7215 0.09
C 1.9857 -1.9270 -2.2123 -0.08
C 0.4730 -2.0384 -1.8994 -0.24
C 0.1104 -3.5089 -1.8188 -0.19
C -1.3356 -3.7431 -1.2888 -0.08
N -1.7770 -5.2309 -1.4005 -0.24
C -3.0325 -5.5226 -0.4943 -0.06
C -2.9409 -7.0519 -0.3708 -0.14
C -1.4332 -7.4276 -0.4648 -0.11
C -0.7330 -6.1227 -0.8617 -0.12
C -2.2442 -5.4870 -2.8610 0.07
H 2.5024 -2.3904 -1.2820 0.09
H 2.2564 -0.8936 -2.2432 0.04
H 2.4275 -2.4708 -3.0891 0.09
H -0.1605 -1.6556 -2.6828 0.11
H 0.2655 -1.4313 -1.0536 0.07
H 0.8021 -4.0435 -1.1748 0.09
H 0.1605 -3.9060 -2.8495 0.12
H -2.1164 -3.2532 -1.8176 0.10
H -1.3945 -3.5446 -0.2137 0.08
H -3.9287 -5.1669 -0.9707 0.11
H -2.7879 -4.9626 0.4314 0.12
H -3.5003 -7.3981 -1.2395 0.10
H -3.4670 -7.4071 0.5048 0.12
H -1.2856 -8.2837 -1.0939 0.11
H -1.1543 -7.7388 0.5606 0.12
H -0.0322 -6.2943 -1.7062 0.14
H -0.2023 -5.5528 -0.0929 0.11
H -3.0723 -4.8060 -2.9966 0.09
H -2.6600 -6.5319 -2.8817 0.12
H -1.3677 -5.5141 -3.4435 0.08
C 8.1421 -5.7911 -1.0496 -0.10
C 7.9117 -7.1187 -1.7543 -0.27
C 8.4971 -7.1789 -3.1369 -0.22
C 9.9029 -7.4642 -2.9528 -0.15
N 10.6949 -7.8674 -4.2336 -0.26
C 12.1527 -7.8599 -3.8163 -0.12
C 12.8006 -6.7171 -4.5530 -0.14
C 12.0649 -6.6742 -5.8952 -0.11
C 10.6032 -6.7893 -5.3464 -0.05
C 10.3469 -9.2062 -4.6772 -0.01
H 7.6105 -5.8005 -0.0813 0.08
H 7.7394 -4.9559 -1.6331 0.07
H 9.1837 -5.5370 -0.8425 0.07
H 6.8526 -7.3626 -1.7959 0.11
H 8.2876 -7.9429 -1.1025 0.13
H 8.1834 -6.2670 -3.7169 0.15
H 8.1449 -8.1208 -3.6146 0.13
H 9.9574 -8.4142 -2.4117 0.14
H 10.5703 -6.6695 -2.4823 0.17
H 12.5034 -8.8496 -4.1048 0.13
H 12.2680 -7.9153 -2.7892 0.11
H 13.9165 -6.8617 -4.4759 0.15
H 12.6082 -5.7823 -4.0344 0.12
H 12.3490 -7.5713 -6.4896 0.14
H 12.1082 -5.7815 -6.4558 0.11
H 9.9743 -7.2544 -6.1467 0.14
H 10.1499 -5.9083 -4.9106 0.12
H 11.0816 -9.5829 -5.4209 0.13
H 9.3682 -9.2347 -5.1354 0.11
H 10.3289 -9.8759 -3.8426 0.11
C -6.7674 5.8375 -5.9884 -0.12
C -7.6496 6.1267 -4.7739 -0.22
C -7.7394 4.9440 -3.7020 -0.14
C -6.2858 4.4559 -3.4721 -0.14
N -6.2260 3.4839 -2.3475 -0.28
C -6.7764 4.0678 -1.1332 -0.11
C -5.9176 3.4703 0.0089 -0.12
C -4.8019 2.6635 -0.6283 -0.15
C -4.7493 3.2612 -2.0006 -0.07
C -7.0072 2.2151 -2.6394 0.06
H -7.1829 4.9503 -6.4843 0.08
H -5.7383 5.6649 -5.7157 0.05
H -6.7636 6.7346 -6.6558 0.09
H -8.7223 6.3713 -5.0823 0.13
H -7.3059 7.0096 -4.2229 0.11
H -8.3228 4.1253 -4.0363 0.09
H -8.1904 5.2944 -2.8071 0.09
H -5.5560 5.2195 -3.1814 0.14
H -5.9396 3.9567 -4.3674 0.12
H -7.8366 3.8708 -1.0950 0.14
H -6.4418 5.1203 -1.1994 0.15
H -6.5703 2.9728 0.6759 0.11
H -5.4718 4.2992 0.5637 0.12
H -4.8948 1.6155 -0.5063 0.08
H -3.8352 2.8636 -0.0887 0.13
H -4.2293 2.6757 -2.7984 0.15
H -4.3179 4.2483 -1.8529 0.14
H -8.0312 2.4806 -2.7613 0.09
H -6.8752 1.4921 -1.8582 0.07
H -6.6429 1.7637 -3.5630 0.09
C -2.2558 4.5732 -8.1020 -0.11
C -2.4131 3.7724 -9.3640 -0.23
C -1.7758 4.5101 -10.6337 -0.17
C -2.0035 3.8131 -11.9590 -0.11
N -1.1838 4.3417 -13.1360 -0.24
C -1.5122 5.7967 -13.4237 -0.10
C -1.1025 6.0511 -14.8731 -0.13
C -1.3990 4.7067 -15.5587 -0.10
C -1.6333 3.6626 -14.4162 -0.08
C 0.3530 4.1719 -13.0004 0.08
H -2.5258 3.9497 -7.2129 0.09
H -2.9511 5.4231 -8.1416 0.09
H -1.2641 4.8514 -7.8761 0.06
H -3.3958 3.4860 -9.5956 0.09
H -1.7929 2.8666 -9.3085 0.11
H -0.7460 4.7147 -10.3915 0.11
H -2.2408 5.4673 -10.6262 0.10
H -3.0364 4.0445 -12.2113 0.14
H -1.8753 2.7644 -11.9884 0.13
H -1.0864 6.5219 -12.7390 0.14
H -2.6184 5.8451 -13.3785 0.15
H -0.1085 6.3309 -14.8819 0.09
H -1.6242 6.9098 -15.2998 0.14
H -0.5402 4.4056 -16.0950 0.10
H -2.2445 4.7297 -16.1928 0.11
H -1.0768 2.7127 -14.5941 0.15
H -2.6660 3.3544 -14.3091 0.13
H 0.7306 4.9589 -12.3164 0.12
H 0.7807 4.3827 -13.9239 0.08
H 0.5531 3.2419 -12.5873 0.09
C -9.4807 -0.8584 -0.2055 -0.01
N -9.9616 -2.2325 -0.2306 -0.40
C -9.7054 -2.6961 -1.6446 0.00
C -9.2987 -3.2085 0.7524 0.07
C -11.3936 -2.2072 -0.0710 -0.16
C -11.8863 -1.4884 1.1594 -0.26
O -11.7103 -2.0466 2.4072 0.00
H -10.2153 -0.2545 -0.8810 0.16
H -8.4723 -0.8357 -0.5584 0.07
H -9.5146 -0.5487 0.8376 0.11
H -9.9816 -3.7127 -1.8088 0.09
H -8.6145 -2.6732 -1.9377 0.12
H -10.3061 -2.0298 -2.3907 0.15
H -9.5301 -4.1742 0.3307 0.10
H -9.7770 -3.1238 1.7726 0.12
H -8.2124 -2.9270 0.7037 0.13
H -11.7572 -3.2952 -0.0644 0.18
H -11.8152 -1.7743 -1.0146 0.15
H -12.9123 -1.2828 0.9956 0.13
H -11.4878 -0.5069 1.1731 0.11
H -12.3773 -2.6528 2.6285 0.09
C 1.9249 3.5539 10.6524 -0.02
N 0.9298 4.6607 10.7313 -0.31
C 1.6842 6.0025 11.0127 0.05
C 0.4904 4.8939 9.3053 -0.01
C -0.1565 4.2591 11.7195 -0.08
C -1.2422 5.2438 12.0544 -0.22
O -2.1276 5.2316 10.9434 -0.07
H 2.8465 3.8099 10.2374 0.08
H 1.4994 2.7346 10.0147 0.10
H 2.1265 3.2674 11.6738 0.10
H 2.6511 5.9895 10.5813 0.09
H 1.8324 6.1062 12.0675 0.11
H 1.0617 6.7440 10.5442 0.10
H -0.0404 4.0259 9.0171 0.07
H 1.3864 5.1186 8.6967 0.13
H -0.2514 5.6418 9.2532 0.09
H 0.4314 3.7990 12.5911 0.16
H -0.5488 3.3704 11.1572 0.16
H -0.8348 6.2357 12.2298 0.12
H -1.8213 4.9868 12.9820 0.15
H -2.9103 5.7785 11.1624 0.12
C 2.5585 -1.0598 1.4037 -0.01
N 2.9656 -0.9266 2.8146 -0.35
C 1.9773 -0.0531 3.4300 0.01
C 3.0131 -2.2477 3.4881 0.02
C 4.3701 -0.2283 2.7805 -0.04
C 4.7304 0.6944 4.0104 -0.17
O 4.3311 2.0085 3.6220 -0.06
H 1.7052 -1.6373 1.2891 0.04
H 3.3351 -1.5959 0.8026 0.12
H 2.4659 -0.0606 0.9739 0.08
H 2.3661 0.1377 4.4540 0.10
H 1.0557 -0.7126 3.4518 0.12
H 1.9322 0.8255 2.8134 0.08
H 2.0821 -2.7971 3.2398 0.07
H 3.1876 -2.1205 4.5650 0.12
H 3.9366 -2.7652 3.1124 0.12
H 4.4742 0.4320 1.9469 0.09
H 5.0764 -1.0483 2.6542 0.12
H 5.7986 0.7827 4.0557 0.12
H 4.2682 0.4215 4.9354 0.10
H 3.7211 2.4008 4.2118 0.04
C -0.1187 -4.9804 3.1742 -0.64
F -1.2103 -5.2656 3.9505 0.09
F 0.8949 -4.8720 4.0351 0.13
F 0.0411 -6.0063 2.3237 0.12
S -0.4225 -3.3773 2.3247 0.58
O -1.7911 -3.4272 1.8188 -0.31
O -0.1051 -2.5356 3.4615 -0.32
O 0.5887 -3.5306 1.1751 -0.36
C -0.1239 1.6932 -0.6185 -0.52
F 0.0367 0.3780 -0.1417 0.03
F -0.4129 1.6551 -1.9841 0.07
F -1.2625 2.1793 -0.0673 0.11
S 1.4773 2.5068 -0.2469 0.43
O 1.5081 2.4380 1.1867 -0.31
O 2.4259 1.6116 -0.8579 -0.31
O 1.2923 3.8149 -0.8157 -0.29
C 1.0062 2.2902 7.2376 -0.52
O 0.5195 1.9149 5.9043 -0.13
O 0.4639 1.6693 8.2504 -0.16
C 2.4784 1.9729 7.1892 -0.49
F 3.1264 2.4576 8.2923 0.12
F 2.6120 0.6140 7.1314 0.11
F 3.0866 2.4940 6.0798 0.11
C -0.0655 2.9534 5.1292 -0.24
C -1.5706 2.6279 4.9855 -0.05
H -1.6541 1.5559 4.7413 0.08
H -2.1336 2.7607 5.8690 0.05
H -2.0145 3.2125 4.1808 0.07
H 0.4159 2.9974 4.1569 0.11
H 0.0858 3.8914 5.6677 0.11
H 1.0112 3.4143 7.2901 0.12
C -5.3145 -0.6649 -2.0693 -0.45
O -5.7082 -0.3580 -3.4862 -0.13
O -6.1790 -0.2798 -1.1338 -0.19
C -5.0680 -2.1953 -1.9577 -0.48
F -4.3121 -2.5176 -0.8875 0.12
F -6.2522 -2.8658 -1.8014 0.09
F -4.4538 -2.8203 -3.0290 0.08
C -4.5410 -0.0430 -4.1888 -0.32
C -5.0201 0.3808 -5.6040 -0.05
H -5.6586 -0.4413 -5.9403 0.08
H -5.6913 1.2762 -5.4016 0.07
H -4.2682 0.6254 -6.3417 0.06
H -4.0053 -0.9650 -4.3276 0.10
H -3.8940 0.6373 -3.6889 0.08
H -4.2877 -0.1656 -2.0047 0.14
```

Results
* E_HOMO: -14.288 eV
* gap between HOMO and LUMO: 8.2795 eV
* total charge: +5
* spin multiplicity: 1
* largest force on an atom: 3.8 eV/A

***

Which formula does entry 1 have?
C13H22I2NOSSb2Ti